No. 1
{"formula": "C2H2FNO2", "method": "ωB97M-V/def2-TZVPD", "lumo_energy_ha": [0.0171, -0.1474], "total_charge": 0, "relative_energy_kj_mol": 351.7, "energy_ha": -382.17415, "homo_energy_ev": [-7.96, -11.20], "spin_multiplicity": 3, "homo_lumo_gap_ha": [0.3094, 0.2642], "symbols": ["C", "C", "N", "O", "O", "F", "H", "H"], "xyz": [[-0.8377, -0.6692, 0.5694], [0.3529, -0.5799, 0.4083], [1.6647, -0.1551, 0.3387], [1.9501, 0.4971, -0.6173], [2.4413, -0.5037, 1.1862], [-2.1909, 0.7987, -1.0008], [-1.4651, 1.2666, -1.5254], [-1.9153, -0.6546, 0.6408]], "nbo_charge": [-0.150, 0.012, 0.272, -0.217, -0.188, -0.568, 0.578, 0.263]}


No. 2
{"formula": "C19H23NO3S", "method": "ωB97M-V/def2-TZVPD", "lumo_energy_ha": 0.0207, "total_charge": 0, "relative_energy_kj_mol": 40.1, "energy_ha": -1416.48413, "homo_energy_ev": -7.89, "smiles": "COc1cc(SC)ccc1C(=O)NCCOc1ccc(C)c(C)c1", "spin_multiplicity": 1, "homo_lumo_gap_ha": 0.3105, "symbols": ["C", "H", "H", "O", "C", "C", "C", "C", "C", "C", "C", "O", "N", "H", "C", "H", "H", "C", "H", "H", "O", "C", "C", "C", "C", "C", "C", "H", "H", "C", "H", "H", "H", "C", "H", "H", "H", "H", "H", "H", "S", "C", "H", "H", "H", "H", "H"], "xyz": [[-4.0456, -3.3892, 0.2436], [-4.5397, -3.2741, 1.2121], [-3.4169, -4.2784, 0.2634], [-3.1701, -2.3157, -0.0204], [-3.6665, -1.0422, -0.0515], [-5.0162, -0.7674, 0.1005], [-5.4964, 0.5397, 0.0763], [-4.6150, 1.5969, -0.0898], [-3.2715, 1.3204, -0.2336], [-2.7640, 0.0250, -0.2304], [-1.2847, -0.0819, -0.3899], [-0.5609, 0.8875, -0.2300], [-0.7947, -1.2825, -0.7766], [-1.4020, -2.0852, -0.7554], [0.6276, -1.4919, -0.8857], [1.0690, -0.5927, -1.3238], [0.8182, -2.3400, -1.5458], [1.2707, -1.7430, 0.4916], [0.9675, -0.9472, 1.1823], [0.9279, -2.7027, 0.8918], [2.6690, -1.8516, 0.4189], [3.4202, -0.7099, 0.2920], [4.7960, -0.9165, 0.2137], [5.6827, 0.1385, 0.1001], [5.1886, 1.4469, 0.0634], [3.8196, 1.6414, 0.1408], [2.9277, 0.5871, 0.2532], [1.8727, 0.8056, 0.3012], [3.4255, 2.6472, 0.1105], [6.1195, 2.6156, -0.0586], [6.7046, 2.5490, -0.9758], [6.8179, 2.6414, 0.7778], [5.5625, 3.5490, -0.0718], [7.1560, -0.1243, 0.0183], [7.6782, 0.3621, 0.8416], [7.5646, 0.2707, -0.9114], [7.3595, -1.1910, 0.0608], [5.1562, -1.9338, 0.2466], [-2.5614, 2.1248, -0.3537], [-4.9528, 2.6193, -0.1064], [-7.2391, 0.7141, 0.2716], [-7.5117, 2.5061, 0.1944], [-8.5823, 2.6440, 0.3093], [-6.9869, 2.9962, 1.0090], [-7.1918, 2.8882, -0.7705], [-5.7340, -1.5594, 0.2396], [-4.7980, -3.4960, -0.5433]], "nbo_charge": [-0.252, 0.185, 0.203, -0.531, 0.413, -0.348, -0.120, -0.290, -0.109, -0.242, 0.671, -0.647, -0.614, 0.419, -0.253, 0.228, 0.203, -0.070, 0.185, 0.185, -0.499, 0.290, -0.249, 0.003, -0.050, -0.195, -0.278, 0.237, 0.207, -0.625, 0.212, 0.212, 0.215, -0.628, 0.216, 0.216, 0.215, 0.213, 0.244, 0.218, 0.264, -0.742, 0.239, 0.223, 0.222, 0.222, 0.183]}